Version one
Computed, not measured: 2 unconnected molecules or ions with the total composition CHCl2O3S, with ωB97M-V/def2-TZVPD.

```
8
Properties=species:S:1:pos:R:3:mulliken_charge:R:1
C 0.06 1.35 0.59 0.06
O -0.35 -2.39 0.42 -0.55
O 0.71 -1.93 -1.75 -0.54
O -0.69 -0.16 -0.50 -0.45
S -0.43 -1.66 -0.84 0.55
Cl 1.72 0.93 0.82 -0.15
Cl -0.43 2.82 -0.06 -0.16
H -0.59 1.05 1.32 0.24
```

For the frontier orbital gap (alpha / beta), the calculation gives 7.055 / 6.517 eV. The net charge is -1.

---

Version two
Computed, not measured: a molecular structure, CHCl2O3S, with ωB97M-V/def2-TZVPD.

```
8
Properties=species:S:1:pos:R:3:mulliken_charge:R:1
C 0.30 1.01 0.29 -0.15
O 0.31 -1.12 -1.50 -0.60
O 0.47 -1.69 0.79 -0.62
O -1.82 -1.66 -0.22 -0.59
S -0.42 -1.09 -0.20 1.01
Cl -0.54 2.10 1.31 -0.21
Cl 0.58 1.72 -1.27 -0.15
H 1.11 0.73 0.80 0.30
```

For the frontier orbital gap, the calculation gives 8.431 eV. The net charge is -1.

---

Here are the energies relative to the best structure, in kJ/mol: version one 139.7; version two 0.0.

---

Version one
Computed, not measured: a single CH5INP molecule, with ωB97M-V/def2-TZVPD.

```
9
Properties=species:S:1:pos:R:3:mulliken_charge:R:1
C 0.13 0.80 0.78 -0.74
N 0.28 -0.44 0.08 -0.26
P 0.15 -0.37 -1.55 -0.03
I 1.60 -1.90 1.25 0.09
H 1.01 1.47 0.87 0.29
H -0.55 1.52 0.11 0.30
H -0.39 0.58 1.76 0.28
H 1.48 -0.14 -2.27 0.03
H 0.06 -1.71 -1.70 0.03
```

For the frontier orbital gap, the calculation gives 7.544 eV. The net charge is 0. Its SMILES is CN(P)I.

---

Version two
Computed, not measured: 2 unconnected molecules or ions with the total composition CH5INP, with ωB97M-V/def2-TZVPD.

```
9
Properties=species:S:1:pos:R:3:mulliken_charge:R:1
C 0.64 1.26 1.76 -0.49
N 0.17 0.17 0.98 -0.21
P -1.09 -0.05 0.05 -0.01
I -1.11 -1.50 -3.89 -0.11
H -0.25 1.90 2.18 0.25
H 1.20 0.64 2.61 0.20
H 1.40 1.87 1.03 0.21
H -0.21 -2.79 -4.41 0.11
H -0.75 -1.50 -0.30 0.05
```

For the frontier orbital gap, the calculation gives 8.303 eV. The net charge is 0. Its SMILES is [H]/P=N/C.I.

---

Here are the energies relative to the best structure, in kJ/mol: version one 0.0; version two 27.4.

---

Version one
Computed, not measured: a molecular structure, C5H13NP, with ωB97M-V/def2-TZVPD.

```
20
Properties=species:S:1:pos:R:3:mulliken_charge:R:1
C -2.36 -0.08 0.09 0.30
C -1.15 -0.25 -0.50 -0.04
C -3.56 0.67 -0.50 -0.93
C 2.69 -0.80 0.25 -1.43
C 1.77 0.34 0.14 0.37
N 2.25 1.54 -0.26 -0.46
P 0.36 -0.47 -1.09 -0.20
H -2.58 -0.66 1.06 0.34
H -0.48 -2.56 0.27 -0.23
H -3.54 1.78 -0.27 0.30
H -3.46 0.72 -1.66 0.33
H -4.48 0.12 -0.15 0.30
H 2.30 -1.36 1.07 0.42
H 2.98 -1.42 -0.58 0.37
H 3.66 -0.31 0.68 0.37
H 1.32 0.45 1.09 0.39
H 1.67 2.37 -0.19 0.22
H -0.54 -3.28 0.62 0.16
H 3.00 1.56 -0.96 0.24
H 0.32 -1.92 -1.18 0.17
```

For the frontier orbital gap, the calculation gives 7.900 eV. The net charge is +1.

---

Version two
Computed, not measured: 2 unconnected molecules or ions with the total composition C5H13NP, with ωB97M-V/def2-TZVPD.

```
20
Properties=species:S:1:pos:R:3:mulliken_charge:R:1
C -2.08 1.29 3.07 -0.84
C -1.57 -0.57 0.99 -0.14
C -0.06 -0.30 -2.54 -0.97
C 1.70 -1.67 -0.69 -1.12
C 1.31 1.27 -0.13 -0.95
N -0.82 -0.89 -0.02 -0.24
P 0.50 -0.21 -0.84 0.70
H -1.18 1.30 3.69 0.34
H -2.22 2.23 2.51 0.29
H -2.99 0.62 2.90 0.34
H -2.36 -1.30 1.27 0.31
H 0.73 0.07 -3.17 0.39
H -0.99 0.36 -2.55 0.36
H -0.22 -1.40 -2.68 0.35
H 2.48 -1.29 -1.39 0.36
H 1.17 -2.57 -0.93 0.39
H 2.23 -1.73 0.26 0.37
H 1.47 1.11 1.03 0.32
H 0.68 2.17 -0.24 0.35
H 2.22 1.52 -0.54 0.40
```

For the frontier orbital gap (alpha / beta), the calculation gives 7.529 / 9.273 eV. The net charge is +1.

---

Here are the energies relative to the best structure, in kJ/mol: version one 26.7; version two 0.0.

---

Version one
Computed, not measured: a single C3H5ClO2 molecule, with ωB97M-V/def2-TZVPD.

```
11
Properties=species:S:1:pos:R:3:mulliken_charge:R:1
C -0.55 1.03 0.43 -1.21
C -0.63 -0.19 -0.40 0.43
C 0.60 -1.03 -0.06 0.38
H -1.46 1.52 0.39 0.42
H -0.47 0.79 1.59 0.27
H 0.29 1.74 0.11 0.29
H -0.58 0.08 -1.50 0.23
H 2.46 -0.56 -0.22 0.32
O 1.65 -0.20 -0.58 -0.45
O 0.80 -2.12 0.44 -0.51
Cl -2.12 -1.06 -0.21 -0.17
```

For the frontier orbital gap, the calculation gives 11.574 eV. The net charge is 0. Its SMILES is C[C@H](Cl)C(=O)O.

---

Version two
Computed, not measured: 2 unconnected molecules or ions with the total composition C3H5ClO2, with ωB97M-V/def2-TZVPD.

```
11
Properties=species:S:1:pos:R:3:mulliken_charge:R:1
C -0.66 1.26 2.94 0.09
C 0.12 -0.20 -1.18 -0.63
C 0.24 -0.58 1.26 -0.15
O -0.07 1.35 3.96 -0.34
O -0.35 -0.03 0.15 -0.27
Cl -0.51 -1.88 1.88 -0.14
H -1.67 1.49 2.60 0.29
H 1.18 -0.62 -1.29 0.28
H 0.14 0.74 -1.80 0.24
H -0.57 -0.89 -1.81 0.23
H 1.34 -0.55 1.50 0.40
```

For the frontier orbital gap (alpha / beta), the calculation gives 8.151 / 8.341 eV. The net charge is 0.

---

Here are the energies relative to the best structure, in kJ/mol: version one 0.0; version two 463.2.

---

Version one
Computed, not measured: a single C9H8N2O molecule, with ωB97M-V/def2-TZVPD.

```
20
Properties=species:S:1:pos:R:3:mulliken_charge:R:1
C 1.40 -1.67 -0.89 -1.03
C 0.23 -2.35 -0.55 -0.29
C 1.46 -0.39 -0.60 -0.42
C -0.81 -1.75 0.04 -1.11
C 0.41 0.33 -0.06 0.80
C -0.76 -0.36 0.23 1.12
C -0.40 2.70 0.46 0.45
C 0.55 1.74 -0.21 -0.92
C -1.91 0.35 0.75 -0.70
N -2.64 2.45 1.34 -1.37
N -1.77 1.76 0.79 0.84
O -0.50 3.80 0.89 -0.51
H 2.15 -2.25 -1.37 0.42
H 0.02 -3.34 -0.76 0.43
H 2.31 0.26 -0.86 0.29
H -1.69 -2.20 0.25 0.55
H 1.51 2.17 0.16 0.47
H 0.70 2.16 -1.18 0.39
H -3.00 0.16 0.95 0.33
H -2.35 3.45 1.32 0.28
```

For the frontier orbital gap (alpha / beta), the calculation gives 6.862 / 6.768 eV. The net charge is 0.

---

Version two
Computed, not measured: a single C9H8N2O molecule, with ωB97M-V/def2-TZVPD.

```
20
Properties=species:S:1:pos:R:3:mulliken_charge:R:1
C -0.50 -2.63 1.42 -0.46
C -0.36 -1.97 0.19 -0.66
C -0.48 -1.70 2.44 -0.61
C -0.45 -0.61 0.54 0.31
C 0.04 2.16 -1.78 -0.62
C 0.01 0.78 -1.60 0.20
C -0.05 2.79 -0.57 -0.49
C 1.42 0.18 -1.47 -0.02
C -0.37 0.64 -0.16 0.57
N -0.43 1.78 0.42 -0.73
N -0.43 -0.44 1.89 -0.07
O 2.44 0.77 -1.40 -0.45
H -0.35 -3.78 1.56 0.29
H -0.58 -2.40 -0.74 0.44
H -0.60 -1.88 3.49 0.43
H 0.38 2.70 -2.69 0.35
H -0.52 0.21 -2.32 0.48
H -0.05 3.81 -0.19 0.47
H 1.26 -0.88 -1.24 0.34
H -0.36 0.48 2.24 0.23
```

For the frontier orbital gap, the calculation gives 8.291 eV. The net charge is 0. Its SMILES is O=C[C@@H]1C=CN=C1c1ccc[nH]1.

---

Here are the energies relative to the best structure, in kJ/mol: version one 158.6; version two 0.0.

---

Version one
Computed, not measured: a molecular structure, C8H27N9O5Pb, with ωB97M-V/def2-TZVPD.

```
50
Properties=species:S:1:pos:R:3:mulliken_charge:R:1
Pb 38.53 -21.78 -0.92 1.68
C 38.38 -22.97 2.67 0.47
O 38.81 -22.58 1.58 -0.36
N 37.05 -23.09 2.97 -0.34
N 39.22 -23.26 3.71 -0.47
H 36.36 -22.84 2.30 0.12
H 36.88 -23.29 3.95 0.19
H 40.20 -23.18 3.48 0.23
H 38.89 -23.77 4.50 0.18
C 39.19 -25.43 -0.74 0.52
O 38.74 -24.27 -0.68 -0.39
N 38.40 -26.50 -0.52 -0.40
N 40.48 -25.67 -1.08 -0.46
H 37.48 -26.31 -0.16 0.22
H 38.77 -27.43 -0.60 0.19
H 40.90 -26.59 -1.06 0.18
H 41.01 -24.83 -1.20 0.20
C 40.60 -19.69 1.35 0.46
O 39.62 -20.07 0.70 -0.41
N 41.86 -20.17 1.19 -0.40
N 40.46 -18.75 2.33 -0.39
H 42.58 -19.87 1.84 0.18
H 42.01 -20.99 0.63 0.18
H 39.61 -18.22 2.35 0.21
H 41.24 -18.37 2.84 0.19
C 36.58 -19.45 1.02 0.40
O 36.77 -20.55 0.47 -0.37
N 35.85 -19.37 2.16 -0.40
N 36.99 -18.26 0.52 -0.38
H 35.52 -20.20 2.63 0.21
H 35.73 -18.48 2.61 0.17
H 36.55 -17.41 0.80 0.20
H 37.50 -18.26 -0.35 0.19
C 36.81 -23.20 -5.27 -1.44
C 36.97 -22.46 -3.93 0.17
C 36.02 -23.08 -2.91 -0.85
O 36.18 -22.50 -1.61 -0.16
C 35.47 -23.24 -0.63 -0.23
N 38.37 -22.55 -3.45 -0.49
H 35.78 -23.33 -5.56 0.42
H 37.34 -24.16 -5.26 0.38
H 37.40 -22.62 -5.99 0.39
H 36.64 -21.43 -4.10 0.34
H 36.10 -24.17 -2.87 0.45
H 35.03 -22.76 -3.27 0.37
H 35.73 -22.91 0.36 -0.30
H 35.67 -24.31 -0.71 0.26
H 34.39 -23.06 -0.72 0.39
H 38.58 -23.54 -3.58 0.21
H 39.01 -22.04 -4.06 0.31
```

For the frontier orbital gap, the calculation gives 9.902 eV. The net charge is +2.

---

Version two
Computed, not measured: a molecular structure, C8H27N9O5Pb, with ωB97M-V/def2-TZVPD.

```
50
Properties=species:S:1:pos:R:3:mulliken_charge:R:1
Pb 28.81 -7.74 1.75 1.68
C 27.42 -4.72 3.34 0.42
O 27.97 -5.37 2.57 -0.41
N 27.22 -3.49 3.21 -0.36
N 26.75 -5.07 4.43 -0.41
H 26.71 -3.11 3.99 0.16
H 27.87 -2.90 2.72 0.24
H 26.51 -4.38 5.12 0.19
H 26.70 -6.03 4.74 0.16
C 28.67 -8.22 5.14 0.75
O 29.55 -8.11 4.30 -0.69
N 27.98 -9.27 5.24 -0.35
N 28.43 -7.27 5.99 -0.42
H 28.10 -10.02 4.57 0.21
H 27.32 -9.36 6.00 0.15
H 28.84 -6.36 5.86 0.25
H 27.65 -7.50 6.60 0.18
C 29.23 -4.98 -0.68 0.54
O 29.06 -6.04 -0.09 -0.49
N 30.36 -4.80 -1.39 -0.44
N 28.54 -3.81 -0.79 -0.42
H 30.27 -3.98 -1.97 0.17
H 30.95 -5.59 -1.60 0.24
H 27.72 -3.64 -0.21 0.22
H 28.76 -3.00 -1.34 0.16
C 31.84 -5.95 2.59 0.47
O 30.75 -6.36 2.33 -0.35
N 32.81 -6.84 2.68 -0.45
N 32.26 -4.74 2.76 -0.42
H 33.72 -6.58 3.03 0.17
H 32.62 -7.83 2.60 0.15
H 33.22 -4.62 2.45 0.21
H 31.48 -4.11 2.80 0.25
C 30.38 -11.83 -0.46 -1.39
C 30.01 -10.29 -0.34 0.17
C 28.56 -9.97 -0.83 -0.87
O 28.28 -8.62 -0.49 -0.14
C 27.13 -8.09 -1.11 -0.93
N 30.26 -9.83 1.00 -0.42
H 30.23 -12.00 -1.53 0.41
H 29.65 -12.44 0.06 0.38
H 31.39 -11.96 -0.08 0.39
H 30.54 -9.69 -1.08 0.31
H 27.82 -10.60 -0.35 0.43
H 28.62 -10.13 -1.90 0.35
H 27.55 -7.59 -1.98 0.31
H 26.55 -7.34 -0.57 0.27
H 26.39 -8.82 -1.45 0.45
H 31.23 -9.84 1.27 0.25
H 29.99 -10.50 1.71 0.27
```

For the frontier orbital gap, the calculation gives 9.922 eV. The net charge is +2.

---

Here are the energies relative to the best structure, in kJ/mol: version one 0.0; version two 340.5.